No. 1
{
  "formula": "C7H11ClN2O3",
  "method": "the ωB97M-V functional and the def2-TZVPD basis",
  "symbols": ["C", "C", "C", "C", "C", "C", "C", "N", "N", "O", "O", "O", "Cl", "H", "H", "H", "H", "H", "H", "H", "H", "H", "H", "H"],
  "xyz": [[2.19116, 4.52978, -0.35319], [2.83409, 0.14192, -0.21729], [1.70309, -0.79766, -0.37115], [2.91185, 0.81495, 1.15498], [-1.69752, -0.27907, -0.84442], [-1.03315, -1.73297, 1.19193], [-0.64607, -1.27724, -0.21373], [0.54321, -0.50041, -0.04206], [1.85911, 0.80382, 1.91760], [1.57950, 5.49186, -0.26615], [1.71338, 1.15146, 3.11328], [2.87253, 3.61825, -0.51043], [4.48608, 1.14143, 1.75434], [3.78171, -0.43252, -0.36531], [2.68723, 0.86345, -0.91975], [1.88154, -1.75362, -0.86503], [1.04559, 0.45948, 1.25586], [-1.21096, -0.08995, -1.89096], [-2.73550, -0.57543, -1.07515], [-1.64564, 0.58642, -0.20850], [-2.20234, -1.55020, 1.32779], [-0.45578, -1.12921, 1.87936], [-0.99283, -2.79637, 1.35968], [-0.56346, -2.14672, -0.82842]],
  "lowdin_charge": [-0.423, -0.147, -0.131, -0.687, -0.056, -0.047, -0.441, 0.001, -0.197, 0.229, -0.108, 0.207, 0.719, 0.124, 0.075, 0.135, 0.142, 0.102, 0.075, 0.062, 0.120, 0.066, 0.061, 0.118],
  "smiles": "CC(C)/N=C/C/C(Cl)=[NH+]/[O-].O=C=O",
  "charge": 0,
  "homo_energy_ev": [-8.3, -8.3],
  "de_lowest_ev": 3.202,
  "e_lumo_ha": [0.01507, 0.01507],
  "gap_ev": [8.74, 8.74]
}

---

No. 2
{
  "formula": "C5H10N2O3",
  "method": "the ωB97M-V functional and the def2-TZVPD basis",
  "symbols": ["C", "C", "C", "C", "C", "N", "N", "O", "O", "O", "H", "H", "H", "H", "H", "H", "H", "H", "H", "H"],
  "xyz": [[1.12998, 0.67317, 0.25036], [-0.20730, 1.38262, 0.03156], [1.23942, -0.63400, -0.54660], [-1.36290, 0.61113, 0.58062], [-1.00329, -1.60371, -0.50298], [0.27859, -1.61407, -0.10313], [-2.51580, 0.63784, -0.00590], [-3.51116, -0.12776, 0.61139], [-2.80619, 1.19706, -1.05463], [-1.90442, -2.18895, 0.07076], [1.94044, 1.33324, -0.05915], [1.25947, 0.45798, 1.31402], [-0.16854, 2.36659, 0.51224], [-0.38508, 1.55331, -1.03319], [1.06202, -0.43653, -1.60597], [2.23912, -1.05688, -0.43053], [-1.29748, 0.12522, 1.53825], [-1.14538, -1.12088, -1.48374], [0.45540, -2.04013, 0.79779], [-3.26388, -1.07716, 0.49730]],
  "lowdin_charge": [-0.181, -0.152, -0.188, -0.104, -0.382, 0.034, -0.351, 0.049, 0.012, 0.003, 0.112, 0.114, 0.125, 0.118, 0.126, 0.120, 0.147, 0.157, 0.156, 0.085],
  "smiles": "O=CNCCC/C=[N+](\\[O-])O",
  "charge": 0,
  "homo_energy_ev": -8.8,
  "de_lowest_ev": 4.345,
  "e_lumo_ha": 0.02524,
  "gap_ev": 9.45
}

---

No. 3
{
  "formula": "C14H13BrNO",
  "method": "the ωB97M-V functional and the def2-TZVPD basis",
  "symbols": ["C", "C", "C", "C", "C", "C", "C", "C", "C", "C", "C", "C", "O", "Br", "N", "C", "C", "H", "H", "H", "H", "H", "H", "H", "H", "H", "H", "H", "H", "H"],
  "xyz": [[-1.66053, 3.58756, -1.58478], [-2.86091, 3.12160, -0.78276], [-2.95862, 1.46126, -0.60735], [-1.85252, 1.07057, 0.54199], [-1.78097, 1.75074, 2.04992], [-0.63767, 1.37349, 3.19254], [0.50399, 0.24476, 2.79014], [0.40991, -0.44223, 1.29843], [1.54079, -1.57374, 0.92214], [1.55482, -2.28596, -0.57975], [2.66937, -3.39373, -1.07524], [4.18582, -2.80009, -0.69529], [5.19702, -3.64948, -0.37144], [4.64664, -0.84221, -0.64134], [0.47472, -1.89805, -1.61052], [-0.61350, -0.86282, -1.27841], [-0.71743, -0.07288, 0.15778], [-1.49419, 4.76074, -1.72358], [-0.89017, 2.80209, -2.04648], [-3.66387, 3.84776, -0.33674], [-2.72982, 1.02863, -1.67656], [-4.06296, 1.14818, -0.34851], [-2.57689, 2.57182, 2.39015], [-0.59921, 1.89373, 4.25913], [1.35225, -0.02040, 3.57841], [2.35216, -1.83919, 1.73337], [2.49698, -4.47638, -0.60377], [2.61802, -3.49376, -2.25949], [0.49468, -2.37516, -2.56160], [-1.39788, -0.63687, -2.13040]],
  "lowdin_charge": [-0.017, -0.140, -0.185, -0.079, 0.021, 0.006, -0.007, -0.078, 0.055, -0.118, -0.099, -0.600, -0.091, 0.669, 0.048, 0.089, -0.025, 0.079, 0.077, 0.107, 0.097, 0.127, 0.117, 0.116, 0.115, 0.126, 0.158, 0.140, 0.161, 0.130],
  "smiles": "C=CCc1cccc2cc(CC(=O)Br)[nH+]cc12",
  "charge": 1,
  "homo_energy_ev": -11.6,
  "e_lumo_ha": -0.19518,
  "gap_ev": 6.27
}

---

No. 4
{
  "formula": "C22H21MnN3O2",
  "method": "the ωB97M-V functional and the def2-TZVPD basis",
  "symbols": ["C", "C", "C", "C", "C", "Mn", "N", "C", "C", "H", "H", "H", "H", "H", "H", "H", "H", "H", "H", "O", "C", "N", "C", "C", "O", "N", "C", "C", "C", "C", "C", "C", "C", "C", "C", "C", "C", "C", "H", "H", "H", "H", "H", "H", "H", "H", "H", "H", "H"],
  "xyz": [[-3.24318, -1.99509, -2.92986], [-4.04181, -0.81547, -2.86178], [-4.71557, -0.77856, -1.56413], [-4.28207, -1.95991, -0.81107], [-3.36692, -2.69809, -1.67274], [-2.44649, -0.56610, -1.23460], [-0.69706, -0.13644, -3.74727], [-0.05721, 0.70246, -4.51934], [-1.17317, 1.15561, -3.31149], [-5.31315, 0.09493, -1.22806], [-4.11219, -0.08786, -3.71325], [-4.41452, -2.14986, 0.27424], [-2.80214, -3.62572, -1.48631], [-2.70368, -2.34072, -3.82963], [-2.19329, 1.15752, -3.76566], [-0.43886, 0.65292, -5.61707], [0.13922, -0.77861, -3.29920], [-0.72089, 1.69412, -2.46814], [0.97518, 1.24263, -4.42045], [-2.16633, -1.74217, 1.54786], [-1.21421, -1.07528, 1.21913], [-0.05341, -0.84090, 1.96382], [0.84358, 0.10409, 1.31413], [0.12651, 0.29255, -0.03708], [0.54401, 0.96275, -0.98586], [-1.05427, -0.38933, 0.00792], [0.86026, 1.40125, 2.13769], [0.58434, 2.64668, 1.57182], [0.56049, 3.77777, 2.39423], [0.80724, 3.65850, 3.76374], [1.09632, 2.40218, 4.31097], [1.14103, 1.27539, 3.49630], [2.19651, -0.54293, 1.09251], [3.37596, 0.06231, 1.52256], [4.56996, -0.65162, 1.42923], [4.58596, -1.93684, 0.88331], [3.39868, -2.50657, 0.39894], [2.19916, -1.80023, 0.48695], [-0.04108, -1.14097, 2.94525], [0.40766, 2.73825, 0.49850], [0.34439, 4.74885, 1.94795], [0.77666, 4.53908, 4.41013], [1.29337, 2.28428, 5.37286], [1.40810, 0.30183, 3.90896], [3.34255, 1.06996, 1.93309], [5.48421, -0.18565, 1.78908], [5.52436, -2.49312, 0.82568], [3.39931, -3.49926, -0.04831], [1.26647, -2.22862, 0.10444]],
  "lowdin_charge": [-0.192, -0.209, -0.164, -0.147, -0.145, 0.855, -0.194, -0.230, -0.114, 0.103, 0.112, 0.103, 0.109, 0.108, 0.079, 0.112, 0.192, 0.067, 0.129, 0.061, -0.537, 0.149, -0.280, -0.414, 0.026, 0.025, -0.155, -0.009, -0.071, -0.085, -0.074, -0.049, -0.147, -0.016, -0.076, -0.087, -0.072, -0.021, 0.163, 0.111, 0.105, 0.103, 0.103, 0.121, 0.118, 0.103, 0.102, 0.103, 0.124],
  "spin_multiplicity": 4,
  "charge": 0,
  "homo_energy_ev": [-8.0, -8.2],
  "e_lumo_ha": [-0.02049, 0.01382],
  "gap_ev": [7.48, 8.54]
}

---

No. 5
{
  "formula": "C3H7NO2",
  "method": "the ωB97M-V functional and the def2-TZVPD basis",
  "symbols": ["C", "O", "C", "C", "O", "N", "H", "H", "H", "H", "H", "H", "H"],
  "xyz": [[-1.86309, -0.41246, 1.24140], [-0.51987, -0.39323, 0.88200], [-0.19548, 0.34749, -0.17474], [1.13191, 0.89153, -0.30259], [0.42092, 1.86345, 0.20597], [2.28395, 0.60974, -0.69514], [-2.47396, -0.74794, 0.42626], [-2.19390, 0.56858, 1.51504], [-2.04912, -1.06557, 2.06651], [-0.93299, 0.44231, -0.97291], [1.53540, -2.05649, -1.92436], [2.91740, 1.39609, -0.59149], [1.93883, -1.44352, -1.67594]],
  "lowdin_charge": [-0.066, -0.052, -0.119, -0.530, 0.096, 0.143, 0.090, 0.095, 0.093, 0.162, 0.025, 0.065, -0.003],
  "smiles": "[H]/N=C1\\O[C@@H]1OC.[H][H]",
  "charge": 0,
  "homo_energy_ev": -10.3,
  "de_lowest_ev": 4.191,
  "e_lumo_ha": 0.03081,
  "gap_ev": 11.13
}

---

No. 6
{
  "formula": "C6H8BrN3O",
  "method": "the ωB97M-V functional and the def2-TZVPD basis",
  "symbols": ["C", "C", "C", "C", "C", "C", "N", "N", "N", "O", "Br", "H", "H", "H", "H", "H", "H", "H", "H"],
  "xyz": [[-1.32479, 2.31053, 0.09698], [-0.65965, 0.23440, 1.33667], [1.37833, 0.21839, -1.11771], [1.53598, -0.43223, -2.50055], [-0.92949, -2.07301, 1.97431], [-0.26031, 1.37011, 0.26411], [-2.30058, 2.89752, 0.00255], [-0.61636, -0.96817, 1.09323], [0.10792, 0.79616, -0.95916], [2.34169, 0.48485, -0.40819], [-1.16757, 1.04451, 3.10803], [1.32422, 0.24591, -3.27670], [2.58448, -0.62183, -2.70042], [1.05856, -1.35351, -2.56771], [-0.55571, -2.93904, 1.54548], [-1.96432, -2.09886, 2.02098], [-0.50752, -1.74541, 2.90140], [0.63558, 2.05621, 0.73046], [-0.68047, 0.57347, -1.54376]],
  "lowdin_charge": [-0.240, -0.591, -0.458, 0.011, -0.075, -0.355, 0.187, -0.004, 0.064, 0.066, 0.635, 0.068, 0.085, 0.058, 0.061, 0.070, 0.060, 0.208, 0.151],
  "smiles": "C/N=C(\\Br)[C@H](C#N)NC(C)=O",
  "charge": 0,
  "homo_energy_ev": -10.2,
  "de_lowest_ev": 0.000,
  "e_lumo_ha": 0.01786,
  "gap_ev": 10.66
}

---

No. 7
{
  "formula": "C10H11NO2S",
  "method": "the ωB97M-V functional and the def2-TZVPD basis",
  "symbols": ["C", "C", "C", "C", "C", "C", "C", "C", "C", "C", "N", "O", "O", "S", "H", "H", "H", "H", "H", "H", "H", "H", "H", "H", "H"],
  "xyz": [[-1.48220, 0.66365, 2.08211], [-0.62346, 1.46821, 1.43805], [-2.27834, -0.24342, 1.40464], [-0.47898, 1.34369, 0.09154], [-2.15163, -0.33708, 0.00880], [-1.30437, 0.54589, -0.66416], [0.96603, -1.26489, -1.61750], [1.65864, -0.88965, -0.22373], [2.51503, 0.17760, 1.66908], [-0.36107, -0.96122, -2.58666], [0.93856, -1.86173, -0.10719], [0.11365, 1.60226, -2.71755], [2.44197, 0.03252, 0.22648], [-1.00286, 0.70054, -2.51993], [-1.46656, 0.81202, 3.20261], [-0.11722, 2.24855, 1.98746], [-2.89855, -0.99543, 1.87670], [0.27191, 1.74809, -0.60590], [-2.81128, -0.97317, -0.52150], [1.61348, -1.87863, -2.21291], [3.14585, -0.58808, 1.91895], [1.46658, 0.24388, 2.07559], [3.04755, 1.16799, 1.86629], [-1.21502, -1.57319, -2.45543], [0.01229, -1.18840, -3.61583]],
  "lowdin_charge": [-0.111, -0.134, -0.060, -0.114, -0.069, -0.332, -0.072, -0.443, -0.001, -0.304, 0.193, -0.506, -0.018, 0.920, 0.130, 0.117, 0.105, 0.106, 0.095, 0.074, 0.060, 0.095, 0.123, 0.053, 0.093],
  "charge": 0,
  "homo_energy_ev": -9.0,
  "de_lowest_ev": 3.942,
  "e_lumo_ha": 0.02871,
  "gap_ev": 9.81
}

---

No. 8
{
  "formula": "C53H49I2N6P2S2TeTi",
  "method": "the ωB97M-V functional and the def2-TZVPD basis",
  "symbols": ["Ti", "C", "S", "C", "S", "N", "N", "C", "C", "C", "C", "C", "C", "N", "H", "H", "H", "H", "H", "H", "H", "H", "C", "C", "C", "C", "C", "C", "C", "C", "C", "C", "N", "C", "C", "C", "C", "C", "N", "H", "H", "H", "H", "H", "H", "H", "H", "H", "H", "H", "H", "H", "H", "H", "H", "H", "Te", "C", "C", "C", "N", "C", "C", "C", "P", "C", "C", "C", "C", "C", "C", "C", "C", "C", "C", "C", "C", "P", "C", "C", "C", "C", "C", "C", "C", "C", "C", "C", "C", "C", "H", "H", "H", "H", "H", "H", "H", "H", "H", "H", "H", "H", "H", "H", "H", "H", "H", "H", "H", "H", "H", "H", "H", "H", "I", "I"],
  "xyz": [[-0.06926, -0.91798, 2.04165], [-1.53193, 4.30590, 3.77602], [0.01810, 3.91341, 2.94649], [-0.29101, 2.29450, 2.36935], [1.10657, 1.40926, 1.87204], [-1.52103, 1.88569, 2.34979], [-1.60003, 0.55427, 1.94707], [-2.76685, 0.12518, 1.68814], [-2.89390, -1.28394, 1.26811], [-4.11243, -1.85034, 0.99371], [-4.15023, -3.19770, 0.63187], [-2.96949, -3.90145, 0.56906], [-1.77336, -3.25096, 0.87059], [-1.73340, -1.96650, 1.18820], [-1.35166, 5.23447, 4.31421], [-1.77767, 3.51021, 4.47493], [-2.34695, 4.43792, 3.06961], [-3.63313, 0.77311, 1.79001], [-5.01270, -1.25987, 1.08807], [-5.09559, -3.68069, 0.42631], [-2.94479, -4.94942, 0.30912], [-0.83136, -3.77775, 0.88162], [2.51992, -4.88041, 3.58374], [1.24613, -4.17918, 4.05586], [1.50544, -3.09282, 5.06536], [1.66474, -3.44302, 6.40103], [1.84555, -2.47702, 7.37557], [1.83218, -1.13880, 7.01970], [1.65724, -0.74714, 5.69693], [1.56590, 0.72028, 5.36575], [2.90884, 1.34107, 4.98658], [1.52288, -1.74051, 4.72823], [1.36769, -1.38178, 3.34521], [2.52535, -1.35165, 2.62477], [2.43176, -1.47247, 1.27132], [3.55801, -1.30022, 0.38205], [3.43230, -1.45630, -0.94430], [1.04714, -2.29131, -0.57865], [1.14088, -1.73431, 0.76319], [2.28471, -5.72862, 2.93701], [3.09401, -5.25654, 4.43252], [3.16429, -4.19743, 3.02421], [0.56388, -4.89434, 4.52267], [0.72250, -3.75595, 3.19377], [1.58789, -4.48649, 6.67939], [1.93942, -2.76617, 8.41389], [1.91828, -0.37260, 7.78241], [0.85224, 0.85958, 4.55179], [1.15590, 1.24095, 6.23439], [3.63253, 1.21204, 5.79385], [2.80687, 2.40844, 4.77959], [3.31561, 0.87238, 4.08950], [3.47688, -1.28540, 3.14345], [4.50237, -1.01969, 0.83082], [4.26903, -1.29939, -1.61403], [0.11086, -1.94915, -1.03938], [-0.60657, 4.00305, -2.21577], [-0.55478, 3.82694, -4.31526], [-1.72238, 3.74044, -5.05870], [-1.62714, 3.55015, -6.43146], [-0.47559, 3.44842, -7.08841], [0.63900, 3.54814, -6.36563], [0.65579, 3.73983, -4.99259], [-0.27645, 1.97578, -1.77591], [-1.57843, 0.70281, -1.82798], [-3.12759, 1.68120, -1.79404], [-3.40388, 2.38831, -0.62382], [-4.54728, 3.16138, -0.50997], [-5.43850, 3.24685, -1.57225], [-5.16938, 2.55637, -2.74444], [-4.02357, 1.77794, -2.85361], [-1.57937, 0.07248, -3.54080], [-2.48373, -0.94106, -3.85866], [-2.52165, -1.48162, -5.13385], [-1.64405, -1.02307, -6.10986], [-0.71687, -0.04153, -5.79274], [-0.67513, 0.49033, -4.51089], [1.07007, 1.32232, -1.04297], [2.17386, -1.91817, -1.50860], [1.06496, -3.79500, -0.58149], [0.57502, -4.47763, -1.62685], [0.22881, -3.86201, -2.88757], [0.87648, -2.79908, -3.42955], [1.97371, -2.08351, -2.83603], [2.38482, 2.57712, -1.25629], [3.21052, 2.38944, -2.36508], [4.22248, 3.29236, -2.65579], [4.43078, 4.38637, -1.82669], [3.62609, 4.56832, -0.71043], [2.60989, 3.66887, -0.42629], [-2.69159, 3.79538, -4.58046], [-2.52793, 3.46214, -7.02892], [1.57182, 3.46881, -6.91324], [1.59679, 3.80668, -4.45977], [-2.70465, 2.35937, 0.20421], [-4.73751, 3.70334, 0.40756], [-6.33177, 3.85171, -1.48830], [-5.84996, 2.62461, -3.58375], [-3.82774, 1.25253, -3.78056], [-3.16837, -1.30620, -3.09974], [-3.23316, -2.26357, -5.36727], [-1.67646, -1.43866, -7.10875], [-0.02628, 0.32063, -6.54421], [0.06625, 1.23607, -4.26077], [1.47014, -4.29383, 0.29407], [0.47628, -5.55569, -1.55512], [-0.47798, -4.38459, -3.52267], [0.64501, -2.56244, -4.46183], [2.72332, -1.68470, -3.51420], [3.05609, 1.53009, -3.01067], [4.85074, 3.13908, -3.52401], [5.22260, 5.09058, -2.04612], [3.78491, 5.41877, -0.06050], [1.98646, 3.82373, 0.44693], [-1.60849, -1.71409, 4.31091], [-2.04560, -4.73569, 6.75327]],
  "lowdin_charge": [0.656, -0.392, 0.851, -1.070, 0.644, -0.033, -0.166, -0.138, -0.336, 0.006, -0.028, -0.011, -0.092, -0.051, 0.030, 0.043, 0.030, 0.141, 0.124, 0.114, 0.116, 0.104, -0.091, -0.219, -0.228, -0.064, -0.072, -0.045, -0.207, -0.212, -0.099, -0.309, -0.153, -0.166, -0.346, -0.028, -0.061, -0.322, -0.085, 0.064, 0.069, 0.060, 0.083, 0.068, 0.103, 0.101, 0.107, 0.051, 0.112, 0.073, 0.062, 0.047, 0.140, 0.116, 0.107, 0.122, 1.286, -0.561, -0.125, -0.153, 0.058, -0.158, -0.133, -1.039, 0.944, -0.408, -0.161, -0.083, -0.092, -0.088, -0.100, -0.392, -0.127, -0.091, -0.094, -0.084, -0.096, 0.923, -0.211, -0.040, -0.102, -0.095, -0.093, -0.060, -0.472, -0.131, -0.096, -0.092, -0.081, -0.136, 0.085, 0.103, 0.102, 0.086, 0.071, 0.104, 0.098, 0.100, 0.096, 0.106, 0.100, 0.099, 0.101, 0.074, 0.121, 0.103, 0.095, 0.093, 0.109, 0.098, 0.100, 0.098, 0.103, 0.066, 0.487, -0.731],
  "charge": -1,
  "homo_energy_ev": -3.3,
  "de_lowest_ev": 1.780,
  "e_lumo_ha": 0.02067,
  "gap_ev": 3.89
}